[1]
17
Properties=species:S:1:pos:R:3:forces:R:3 method="wB97M-V/def2-TZVPD" e_tot_ev=-19921.6016 homo_lumo_gap_ev="7.82 / 7.94"
C -2.147 -2.699 -0.161 -1.5 0.2 0.1
C -2.236 -1.472 -0.008 0.6 -1.7 -0.7
C 0.208 0.678 1.444 -1.7 -0.6 -0.4
C -1.863 -0.160 -0.080 2.5 1.0 1.6
C -0.305 0.266 0.076 -0.4 1.4 0.1
C -0.147 1.425 -0.928 1.0 -2.0 0.0
C 0.646 -0.815 -0.271 -0.8 -2.8 2.0
Cl -2.875 1.190 0.245 -0.8 -0.5 0.1
H -2.448 -3.747 -0.339 0.7 1.2 0.3
H 0.185 1.671 1.773 0.0 1.5 0.1
H 0.224 -0.026 2.251 0.1 -0.6 0.1
H 0.037 0.967 -1.891 -0.2 0.1 -0.5
H 0.702 2.007 -0.696 1.1 0.7 0.4
H -0.983 2.035 -0.951 -1.4 1.2 -0.2
H 0.718 -1.521 0.626 -0.2 0.6 -1.2
H 1.647 -0.520 -0.427 1.0 0.7 -0.6
H 0.229 -1.398 -1.052 0.1 -0.7 -1.2


[2]
92
Properties=species:S:1:pos:R:3:forces:R:3 method="wB97M-V/def2-TZVPD" e_tot_ev=-78134.7306 multiplicity=2 homo_lumo_gap_ev="6.37 / 6.17"
Rh -0.463 -0.284 0.432 0.0 -0.2 -0.3
C -2.200 -5.417 -0.677 0.0 0.0 0.0
C -2.303 -4.189 0.232 0.2 0.0 0.0
C -2.769 -4.603 1.629 0.0 0.0 0.0
C -3.214 -3.131 -0.361 -0.2 0.0 0.0
C -4.575 -3.397 -0.457 0.0 0.1 0.1
C -5.465 -2.441 -0.919 0.0 -0.1 0.0
C -5.001 -1.194 -1.294 0.0 0.0 0.0
C -3.647 -0.884 -1.243 -0.1 0.0 0.0
C -3.184 0.494 -1.664 0.1 0.1 0.0
C -3.636 1.533 -0.637 0.0 0.0 0.0
C -3.663 0.863 -3.069 0.0 0.0 0.0
C -2.770 -1.873 -0.791 0.1 0.1 -0.1
N -1.353 -1.617 -0.817 0.4 -0.3 -0.2
C -0.668 -2.343 -1.639 0.1 0.1 0.2
C 0.754 -2.439 -1.750 -0.1 0.2 0.1
C 1.210 -3.463 -2.610 0.1 0.0 0.0
C 2.537 -3.746 -2.765 0.0 -0.1 0.0
C 3.463 -2.988 -2.035 0.1 0.0 -0.1
C 3.068 -1.968 -1.214 -0.1 0.1 0.0
C 1.696 -1.628 -1.045 -0.2 -0.2 0.1
N 1.344 -0.577 -0.251 -0.2 0.0 -0.3
C 2.409 0.285 0.183 0.1 -0.2 0.2
C 3.033 0.046 1.415 0.0 0.1 -0.1
C 4.079 0.883 1.796 -0.1 0.0 0.0
C 4.518 1.898 0.966 0.0 0.0 -0.1
C 3.914 2.088 -0.267 0.0 0.1 0.1
C 2.851 1.297 -0.682 0.0 0.0 0.1
C 2.243 1.540 -2.050 -0.1 0.0 0.0
C 1.841 3.002 -2.257 0.0 0.0 0.0
C 3.209 1.117 -3.161 0.0 -0.1 0.0
C 2.674 -1.122 2.312 -0.1 0.0 -0.1
C 2.155 -0.657 3.670 0.0 0.1 0.1
C 3.867 -2.065 2.481 0.0 0.0 0.0
H -1.501 -6.143 -0.259 0.0 0.0 0.0
H -1.857 -5.155 -1.680 0.0 0.0 0.0
H -3.169 -5.909 -0.782 0.0 0.0 0.0
H -1.300 -3.769 0.343 -0.1 0.0 0.0
H -3.743 -5.093 1.593 0.0 0.0 0.0
H -2.846 -3.739 2.288 0.0 0.0 0.0
H -2.059 -5.307 2.066 0.0 0.0 0.0
H -4.947 -4.364 -0.144 0.0 0.0 0.0
H -6.521 -2.667 -0.979 0.0 0.0 0.0
H -5.701 -0.446 -1.644 0.0 0.0 0.0
H -2.093 0.504 -1.689 0.0 0.0 0.0
H -4.725 1.545 -0.562 0.0 0.0 0.0
H -3.296 2.530 -0.922 0.0 0.0 0.0
H -3.236 1.321 0.356 0.0 0.0 0.0
H -4.741 1.033 -3.093 0.0 0.0 0.0
H -3.429 0.081 -3.793 0.0 0.0 0.0
H -3.179 1.785 -3.392 0.0 0.0 0.0
H -1.242 -2.997 -2.295 0.0 0.0 0.0
H 0.464 -4.042 -3.140 0.0 0.0 0.0
H 2.866 -4.540 -3.419 0.0 0.0 0.0
H 4.520 -3.208 -2.118 0.0 0.0 0.0
H 3.815 -1.404 -0.675 0.0 0.0 0.0
H 4.571 0.716 2.746 0.0 0.0 0.0
H 5.342 2.531 1.269 0.0 0.0 0.0
H 4.273 2.875 -0.918 0.0 0.0 0.0
H 1.343 0.925 -2.134 0.0 0.1 0.0
H 2.719 3.651 -2.261 0.0 0.0 0.0
H 1.164 3.349 -1.480 0.0 0.0 0.0
H 1.350 3.116 -3.225 0.0 0.0 0.0
H 4.131 1.700 -3.110 0.0 0.0 0.0
H 2.759 1.293 -4.139 0.0 0.0 0.0
H 3.474 0.061 -3.093 0.0 0.0 0.0
H 1.877 -1.689 1.835 -0.1 0.0 -0.1
H 2.918 -0.087 4.206 0.0 0.0 0.0
H 1.883 -1.516 4.284 0.0 0.0 0.0
H 1.267 -0.035 3.564 0.0 0.0 0.0
H 4.677 -1.588 3.037 0.0 0.0 0.0
H 4.265 -2.383 1.516 0.0 0.0 0.0
H 3.566 -2.957 3.034 0.0 0.0 0.0
C -3.193 5.442 0.528 0.0 0.0 0.0
C -1.916 4.841 1.068 0.0 0.1 0.0
O -2.255 3.706 1.872 0.0 0.0 0.1
P -1.155 2.620 2.355 0.1 -0.1 -0.1
S -0.998 -1.363 2.143 0.1 0.4 -0.1
S -0.196 2.049 0.508 0.0 -0.2 0.5
O -0.037 3.685 2.912 0.0 0.2 -0.1
C 1.373 3.467 2.958 0.0 -0.1 0.1
C 2.026 4.726 3.485 0.0 0.0 0.0
H -2.962 6.269 -0.145 0.0 0.0 0.0
H -3.816 5.821 1.338 0.0 0.0 0.0
H -3.766 4.698 -0.024 0.0 0.0 0.0
H -1.372 5.556 1.687 0.0 0.0 0.0
H -1.256 4.523 0.254 0.0 0.0 0.0
H 1.739 3.215 1.960 0.0 0.0 0.0
H 1.589 2.615 3.611 0.0 0.0 0.0
H 1.677 5.593 2.926 0.0 0.0 0.0
H 3.109 4.656 3.371 0.0 0.0 0.0
H 1.798 4.882 4.539 0.0 0.0 0.0


[3]
40
Properties=species:S:1:pos:R:3:forces:R:3 method="wB97M-V/def2-TZVPD" e_tot_ev=-27034.2374 total_charge=-1 homo_lumo_gap_ev=5.62
C 0.737 -3.509 -0.514 0.8 -0.5 -0.8
C 0.396 -4.759 0.298 0.2 -0.9 0.0
O -0.515 -4.331 1.279 -0.3 -0.6 0.8
C -0.755 -2.998 1.052 1.0 3.0 -2.4
O -1.520 -2.325 1.724 -0.9 -0.6 1.3
N -0.051 -2.498 0.006 -1.7 0.6 1.9
H 1.793 -3.220 -0.409 0.4 -0.4 -0.3
H 0.501 -3.628 -1.581 0.4 -0.4 -0.2
H -0.103 -5.541 -0.291 0.2 0.0 -0.1
H 1.263 -5.199 0.809 0.0 0.0 -0.2
C -3.408 1.062 -1.775 0.2 -0.1 0.1
C -2.768 2.345 -1.238 -0.6 0.1 -0.8
C -2.117 3.135 -2.380 0.2 -0.1 -0.1
C -3.844 3.217 -0.567 0.6 -0.3 0.4
O -1.779 2.003 -0.230 1.0 -0.6 0.0
C -0.723 1.249 -0.674 0.4 -0.4 -0.9
N 0.206 0.887 0.296 -0.6 0.8 1.8
C 1.387 0.592 -0.058 -1.1 0.4 -0.5
C 2.415 0.256 0.900 0.5 -0.3 0.7
C 3.765 0.275 0.554 -0.6 0.1 -0.2
C 4.731 0.021 1.501 0.3 0.0 0.0
C 4.369 -0.271 2.800 0.2 0.0 0.1
C 3.035 -0.306 3.157 0.0 0.0 0.1
C 2.068 -0.043 2.214 -0.4 0.0 0.0
O -0.565 0.909 -1.825 -0.4 0.1 -0.1
H -3.834 0.480 -0.959 -0.1 0.0 0.1
H -4.193 1.286 -2.496 -0.1 0.2 0.0
H -2.654 0.449 -2.264 -0.2 0.0 0.0
H -1.585 4.003 -1.994 0.0 0.2 0.1
H -1.399 2.509 -2.905 -0.2 0.1 0.0
H -2.866 3.470 -3.097 -0.2 0.0 0.1
H -3.405 4.128 -0.162 0.1 0.1 0.0
H -4.620 3.501 -1.278 0.1 -0.1 -0.1
H -4.316 2.682 0.256 0.0 -0.1 0.0
H 1.634 0.642 -1.105 0.4 -0.1 -0.6
H 4.041 0.513 -0.458 0.1 0.0 -0.3
H 5.773 0.069 1.230 0.2 0.0 -0.1
H 5.127 -0.463 3.540 0.2 -0.1 0.2
H 2.753 -0.524 4.173 -0.1 -0.1 0.2
H 1.024 -0.066 2.473 -0.2 -0.1 0.0